Model a:
Below is 4 unconnected molecules or ions with the total composition C3H15NO3, with properties calculated with the ωB97M-V functional and the def2-TZVPD basis.

Bonds (Å) are listed after each position.
Atoms and positions in Å:
1 C -0.56 -2.14 2.27  C2 1.555, H5 1.168, H6 1.107, H7 1.121
2 C 0.56 -1.13 1.89  C1 1.555, C3 1.576, H8 1.106, H9 1.076
3 C 0.24 0.37 1.52  C2 1.576, N4 1.491, H10 1.049, H11 1.037
4 N -1.16 0.65 1.12  C3 1.491, H12 1.062, H13 0.978
5 H -1.17 -2.58 1.38  C1 1.168
6 H -1.25 -1.87 3.09  C1 1.107
7 H -0.16 -3.07 2.75  C1 1.121
8 H 1.03 -1.11 2.89  C2 1.106
9 H 1.21 -1.57 1.15  C2 1.076
10 H 0.84 0.58 0.69  C3 1.049
11 H 0.62 1.04 2.22  C3 1.037
12 H -1.51 -0.19 0.57  N4 1.062
13 H -1.75 0.39 1.85  N4 0.978
14 O 1.94 3.53 -3.26  H15 0.955, H16 0.932
15 H 1.85 4.33 -3.78  O14 0.955
16 H 1.97 3.70 -2.35  O14 0.932
17 O 0.76 -1.18 -2.13  H18 0.937, H19 1.016
18 H 0.06 -0.56 -2.22  O17 0.937
19 H 1.60 -1.00 -1.59  O17 1.016
20 O -1.74 0.52 -2.34  H21 0.947, H22 1.006
21 H -2.39 1.03 -2.79  O20 0.947
22 H -0.98 0.25 -2.95  O20 1.006

Summary:
Charge   0
HOMO energy   -9.35 eV
Molecular weight   113.2 g/mol

***

Model b:
Below is 4 unconnected molecules or ions with the total composition C3H15NO3, with properties calculated with the ωB97M-V functional and the def2-TZVPD basis.

Bonds (Å) are listed after each position.
Atoms and positions in Å:
1 C -1.01 -0.14 1.96  C2 1.510, H5 1.093, H6 1.092, H7 1.083
2 C -0.61 0.95 1.00  C1 1.510, N3 1.488, H8 1.101, H9 1.093
3 N 0.02 0.41 -0.24  C2 1.488, C4 1.454, H10 1.015
4 C 0.34 1.53 -1.11  N3 1.454, H11 1.086, H12 1.088, H13 1.097
5 H -1.64 0.34 2.72  C1 1.093
6 H -1.66 -0.83 1.42  C1 1.092
7 H -0.17 -0.63 2.43  C1 1.083
8 H -1.47 1.52 0.61  C2 1.101
9 H 0.03 1.73 1.43  C2 1.093
10 H 0.84 -0.09 0.08  N3 1.015
11 H -0.59 2.02 -1.38  C4 1.086
12 H 0.88 1.24 -2.01  C4 1.088
13 H 0.95 2.28 -0.59  C4 1.097
14 O -0.53 -1.44 -3.05  H15 0.963, H16 0.963
15 H 0.40 -1.21 -2.90  O14 0.963
16 H -1.02 -0.61 -3.06  O14 0.963
17 O 1.94 -3.84 -2.01  H18 0.958, H19 0.964
18 H 2.77 -4.08 -2.43  O17 0.958
19 H 1.23 -3.87 -2.66  O17 0.964
20 O -0.44 2.76 3.70  H21 0.974, H22 0.963
21 H -1.14 3.38 3.99  O20 0.974
22 H 0.10 2.66 4.49  O20 0.963

Summary:
Charge   0
HOMO energy   -8.59 eV
Molecular weight   113.2 g/mol

***

Which is most stable, and by how much? model b, by 0.0491 hartree.

***

Model a:
Below is 4 unconnected molecules or ions with the total composition C3H15NO3, with properties calculated with the ωB97M-V functional and the def2-TZVPD basis.

Bonds (Å) are listed after each position.
Atoms and positions in Å:
1 C 1.02 1.34 0.76  N2 1.458, H5 1.093, H6 1.093, H7 1.082
2 N 0.67 1.37 -0.66  C1 1.458, C3 1.442, C4 1.460
3 C 1.81 1.10 -1.51  N2 1.442, H8 1.085, H9 1.090, H10 1.111
4 C -0.04 2.59 -1.02  N2 1.460, H11 1.095, H12 1.099, H13 1.095
5 H 1.65 0.46 0.91  C1 1.093
6 H 1.61 2.22 1.02  C1 1.093
7 H 0.16 1.24 1.40  C1 1.082
8 H 1.50 1.17 -2.54  C3 1.085
9 H 2.26 0.14 -1.28  C3 1.090
10 H 2.58 1.89 -1.56  C3 1.111
11 H -0.53 2.52 -1.99  C4 1.095
12 H -0.87 2.68 -0.30  C4 1.099
13 H 0.60 3.46 -0.88  C4 1.095
14 O -2.88 -1.36 1.88  H15 0.969, H16 0.961
15 H -2.40 -1.56 1.06  O14 0.969
16 H -3.20 -0.45 1.81  O14 0.961
17 O -0.48 -1.26 -0.91  H18 0.959, H19 0.982
18 H -1.17 -1.24 -1.58  O17 0.959
19 H -0.08 -0.36 -0.83  O17 0.982
20 O 0.37 -3.04 1.28  H21 0.964, H22 0.967
21 H 0.42 -4.00 1.23  O20 0.964
22 H 0.28 -2.75 0.36  O20 0.967

Summary:
Charge   0
HOMO energy   -9.26 eV
Molecular weight   113.2 g/mol

***

Model b:
Below is 4 unconnected molecules or ions with the total composition C3H15NO3, with properties calculated with the ωB97M-V functional and the def2-TZVPD basis.

Bonds (Å) are listed after each position.
Atoms and positions in Å:
1 C -2.64 -1.35 -1.29  N2 1.462, H5 1.153, H6 1.162, H7 1.134
2 N -1.70 -0.56 -0.50  C1 1.462, C3 1.478, C4 1.552
3 C -0.47 -0.55 -1.30  N2 1.478, H8 1.182, H9 1.002, H10 1.090
4 C -1.96 0.84 0.12  N2 1.552, H11 1.108, H12 1.143, H13 1.171
5 H -3.70 -0.92 -1.15  C1 1.153
6 H -2.75 -2.40 -0.81  C1 1.162
7 H -2.31 -1.23 -2.37  C1 1.134
8 H 0.35 0.24 -0.99  C3 1.182
9 H -0.05 -1.40 -1.65  C3 1.002
10 H -0.69 -0.05 -2.24  C3 1.090
11 H -1.24 1.10 0.91  C4 1.108
12 H -3.01 0.83 0.57  C4 1.143
13 H -1.80 1.71 -0.65  C4 1.171
14 O 5.69 2.74 1.52  H15 0.943, H16 1.033
15 H 4.93 3.13 1.12  O14 0.943
16 H 6.47 3.01 0.90  O14 1.033
17 O -1.27 -1.75 2.02  H18 0.918, H19 0.964
18 H -0.76 -1.31 1.39  O17 0.918
19 H -1.97 -1.10 2.15  O17 0.964
20 O 3.24 -0.45 0.46  H21 0.972, H22 0.977
21 H 2.38 -0.02 0.36  O20 0.972
22 H 3.25 -0.48 1.43  O20 0.977

Summary:
Charge   0
HOMO energy   -8.62 eV
Molecular weight   113.2 g/mol

***

Which is most stable, and by how much? model a, by 0.0812 hartree.